{
  "formula": "C6H9F3N2O",
  "method": "ωB97M-V/def2-TZVPD",
  "total_energy_ha": -718.2840,
  "smiles": "[H]/N=C1/[C@H](C)NO[C@]1(C)C(F)(F)F",
  "species": ["H", "H", "O", "C", "H", "C", "C", "C", "H", "N", "H", "F", "H", "C", "C", "N", "H", "F", "H", "F", "H"],
  "xyz": [[-2.135867, 0.218880, -0.706676], [1.382338, -2.270510, -1.389005], [-0.535338, -0.984459, -0.985604], [1.750829, -1.515615, -0.608138], [1.827776, 0.939098, 1.559076], [-0.461478, 1.304117, -0.721962], [0.551409, 0.715242, 0.279027], [-1.435310, 2.294986, -0.159328], [2.319948, -0.816843, -1.121811], [1.250784, 1.436032, 1.020717], [0.021484, 1.753493, -1.548704], [-0.483485, -2.971304, 0.538615], [-0.919226, 3.214873, -0.156540], [-0.172901, -1.798686, 1.167966], [0.529937, -0.915821, 0.043165], [-1.224479, 0.186718, -1.231453], [-2.400789, 2.288450, -0.700512], [-1.311274, -1.170548, 1.594496], [2.490744, -2.032803, -0.003677], [0.558777, -2.057469, 2.227573], [-1.603881, 2.182168, 0.902775]],
  "atomic_forces_ev_per_a": [[1.184, -0.876, -0.299], [0.454, 1.010, 1.188], [1.254, -1.201, -0.083], [-0.910, -2.542, -0.477], [3.048, -2.444, 2.890], [-0.472, -1.291, 0.762], [-0.604, -1.518, -0.906], [-0.190, 0.072, 0.665], [0.721, 1.679, -1.087], [-2.668, 2.258, -2.417], [1.107, 0.458, -0.782], [-0.072, 0.670, 1.208], [0.029, 1.580, -0.501], [0.063, 1.025, -2.041], [-2.408, 1.737, 0.156], [-1.643, 0.857, 0.504], [0.683, 0.319, 0.124], [0.726, -0.774, -0.394], [-0.376, -0.100, 0.674], [0.403, -0.220, 0.506], [-0.329, -0.698, 0.309]]
}